Formula: C14H16O
Source: OMol25
Level of theory: ωB97M-V with the def2-TZVPD basis set

Each line ends with the Löwdin charge.
Atoms and positions in Å:
C: -0.821 3.606 -3.113  -0.055
C: -0.160 2.975 0.569  -0.023
C: -0.361 3.626 -0.632  -0.052
C: -0.462 1.614 0.657  -0.324
C: -0.828 2.959 -1.757  -0.297
C: -1.070 0.960 -0.397  -0.014
C: -1.307 1.677 -1.574  -0.042
O: -0.307 0.941 1.842  0.036
H: 0.419 3.372 1.400  0.114
H: -0.063 4.667 -0.749  0.116
H: 0.102 1.540 2.477  0.101
H: -1.175 -0.114 -0.433  0.098
H: 0.018 4.289 -3.224  0.075
H: -1.701 4.253 -3.242  0.083
H: -1.821 1.153 -2.378  0.115
H: -0.857 2.861 -3.901  0.073
C: -0.267 -2.980 -1.447  -0.065
C: 0.264 -3.791 0.841  -0.058
C: 0.552 -2.888 -0.182  -0.266
C: 0.759 -3.559 2.114  -0.093
C: 1.508 -2.423 2.396  -0.089
C: 1.172 -1.666 0.110  -0.061
C: 1.615 -1.461 1.403  -0.105
H: -0.331 -4.687 0.709  0.107
H: 0.609 -4.254 2.933  0.100
H: 0.370 -2.888 -2.334  0.078
H: -1.040 -2.219 -1.554  0.065
H: 1.880 -2.221 3.392  0.100
H: 1.327 -0.960 -0.697  0.115
H: 1.996 -0.485 1.672  0.096
H: -0.793 -3.920 -1.625  0.073

Results
* Kohn-Sham gap: 9.18 eV
* relative energy (zero: lowest compared OMol25 entry of this formula, charge and spin): 16.7 kcal per mole
* HOMO energy: -0.30708 Eh
* total energy: -16824.510 eV
* strongest force on any atom: 0.043 Eh/bohr
* 2S+1: 1
* SMILES: Cc1ccc(O)cc1.Cc1ccccc1
* lowest unoccupied orbital energy: 0.824 eV